Molecular formula: C21H40Cl3N4O3PbSSi
Method: DFT, ωB97M-V/def2-TZVPD

Last column: Mulliken charge in e.
Element x y z (Å)
C 2.54766 -2.55335 -2.27450  -0.84
C 1.85327 -1.74757 -3.31502  0.33
H 2.10605 -3.55793 -2.20376  0.35
H 2.47141 -2.05528 -1.29389  -0.42
H 3.61735 -2.68735 -2.52698  0.33
C 1.75273 -2.23837 -4.57024  0.08
C 2.23434 -3.58257 -4.99615  -1.45
H 1.31516 -1.64023 -5.35624  0.36
H 1.81675 -4.39034 -4.37648  0.32
H 3.32800 -3.71321 -4.99824  0.30
H 1.89156 -3.74848 -6.02596  0.37
Pb 0.96951 -0.16408 2.71892  0.86
Cl 2.58697 1.31967 4.11273  -0.66
Cl 2.54529 -1.15451 0.92803  -0.62
C -0.25284 3.39676 2.60761  0.18
O -0.97168 2.48290 3.03116  -0.57
N -0.71456 4.41837 1.84174  0.17
C -2.11789 4.43373 1.46228  -0.81
C 0.18768 5.32332 1.14320  -0.84
H 0.83037 3.46801 2.83230  0.25
H -2.69862 3.96514 2.26153  0.26
H -2.29601 3.88609 0.52397  0.15
H -2.42379 5.47321 1.32140  0.39
H 1.12740 5.38815 1.69979  0.32
H -0.27458 6.31477 1.07480  0.29
H 0.41519 4.98033 0.12057  0.27
H -0.06673 -4.78094 3.89488  0.30
H -0.27500 -3.57035 1.24024  0.33
C -1.13610 -4.90941 3.67196  -0.84
C -1.31241 -3.89081 1.43284  -0.93
N -1.62497 -3.81252 2.85276  0.19
H -1.68244 -4.94329 4.62210  0.29
C -1.89860 -2.59750 3.38817  0.08
O -2.02962 -1.55873 2.73061  -0.53
H -1.99869 -3.25139 0.86799  0.25
H -2.01955 -2.59219 4.49310  0.16
H -1.28326 -5.84045 3.11480  0.27
H -1.42979 -4.93531 1.12990  0.35
O 0.41556 -0.42847 -1.84719  0.04
C 1.38651 -0.36264 -2.89963  0.09
C -0.13361 0.21324 -4.86915  -0.10
C 0.97936 0.50676 -4.07554  0.07
H -0.65831 -0.74017 -4.72054  0.70
C -0.55094 1.12969 -5.84601  -0.90
H 2.26352 0.07221 -2.40156  0.38
C 1.76966 1.62233 -4.36067  -0.26
H -1.42734 0.88600 -6.45354  0.37
C 0.16283 2.31935 -6.03653  -0.46
C 1.35593 2.53505 -5.33272  -0.66
H 2.70733 1.73467 -3.80470  0.36
H -0.20335 3.06577 -6.75026  0.37
H 1.97758 3.40854 -5.54688  0.37
Si -0.87930 0.55103 -1.39670  0.28
Cl 1.16952 -2.43242 4.07429  -0.59
C -2.33568 0.02060 -2.46701  -1.12
C -0.57504 2.40315 -1.65722  -0.73
C -1.19118 0.43734 0.42253  0.15
H -2.26775 0.42327 -3.49020  0.36
H -3.28363 0.37558 -2.02464  0.42
H -2.37585 -1.07650 -2.54790  0.28
H -1.25803 -0.58400 0.81608  0.04
H -2.13252 0.96544 0.65437  0.10
H -0.39633 0.98912 0.95424  -0.59
H -0.32466 2.67193 -2.69180  0.28
H 0.24033 2.75054 -1.00402  0.10
H -1.49997 2.93752 -1.38262  0.28
N -0.23754 -1.22444 7.42479  -0.48
C -0.03940 0.00146 6.86227  0.42
N 0.79353 0.81268 7.55235  -0.42
S -0.85910 0.48548 5.47879  -0.31
H 0.46024 -1.58142 8.06708  0.22
H -0.63638 -1.91148 6.78549  0.21
H 1.07864 1.66407 7.08177  0.25
H 1.41581 0.42435 8.25109  0.19

Atoms 1-2, force components in eV/Å:
C 0.146 -0.077 0.729
C -0.316 -0.551 -1.309

* E_HOMO: -0.17817 hartree
* charge: -1
* LUMO level: 2.49 eV
* energy relative to the best compared isomer or geometry (same formula, charge and spin): 0.00 kJ/mol
* HOMO-LUMO gap: 7.34 eV

Molecular formula: C21H40HfNO4
Method: DFT, ωB97M-V/def2-TZVPD

Last column: Mulliken spin population.
Element x y z (Å)
C 0.60577 -3.74597 1.98488  0.00
O 1.93529 -4.17158 1.98267  -0.01
C 2.84382 -3.36533 2.69264  0.00
C 3.19859 -2.12539 1.83972  -0.04
C 3.64256 -0.84541 2.51049  0.01
C 2.85296 0.32673 1.95325  -0.02
C 1.40772 0.31169 2.42371  0.05
C 0.48183 1.36218 1.80823  0.00
C 0.59358 1.43672 0.29140  -0.07
C -0.58059 0.82534 -0.51018  -0.04
C -0.08370 0.73511 -1.97450  -0.09
C 0.54552 2.01793 -2.56800  -0.01
C 2.06118 1.87201 -2.90918  0.00
C 2.95931 2.90846 -2.27184  0.00
O 3.33432 3.89348 -2.82103  0.00
O 3.29258 2.55700 -0.98589  0.00
C -1.79254 1.77377 -0.37778  0.00
C -3.17368 1.31295 -0.89466  0.00
C -4.23804 2.23133 -0.28040  0.00
C -3.34377 1.37277 -2.43978  0.00
N -3.37741 -0.07868 -0.33656  0.00
O -4.06775 -0.19661 0.60870  0.00
C -2.32554 -1.17941 -0.51635  0.00
C -2.71087 -2.35433 0.39406  0.00
C -2.26570 -1.74978 -1.94483  -0.01
C -0.97867 -0.59135 0.00788  -0.08
H -0.05546 -4.61137 2.02253  0.00
H 0.36605 -3.21851 1.02058  0.01
H 0.37134 -3.08315 2.82359  0.00
H 3.75657 -3.94406 2.83374  0.00
H 2.46333 -3.06375 3.67182  0.00
H 3.93867 -2.44680 1.09347  0.00
H 2.18885 -1.95627 1.31185  0.06
H 4.69212 -0.69592 2.25609  0.00
H 3.52911 -0.88903 3.59319  0.00
H 3.34509 1.25820 2.23889  0.00
H 2.97223 0.23851 0.81102  0.03
H 0.95602 -0.68924 2.31031  -0.01
H 1.42330 0.49724 3.50133  -0.01
H 0.67628 2.35106 2.22279  0.00
H -0.53864 1.11560 2.10535  0.00
H 0.71245 2.47177 -0.02046  0.00
H 1.56419 0.97396 -0.06604  0.08
H -0.81853 0.32943 -2.66202  0.00
H 0.79741 0.00202 -2.03929  0.09
H 0.36545 2.88915 -1.94262  0.00
H 0.04252 2.21128 -3.51526  0.00
H 2.21316 1.90834 -3.98661  0.00
H 2.43736 0.87907 -2.58711  0.01
H 3.56509 3.36231 -0.51281  0.00
H -1.90842 2.08410 0.66212  0.00
H -1.57518 2.67980 -0.94673  0.00
H -4.13161 3.20007 -0.76894  0.00
H -5.24052 1.87102 -0.50436  0.00
H -4.09902 2.39535 0.78617  0.00
H -3.78222 0.46000 -2.83704  0.00
H -4.05482 2.16019 -2.67766  0.00
H -2.41849 1.61335 -2.95479  0.00
H -2.04900 -3.18471 0.14071  0.00
H -3.72803 -2.68439 0.19441  0.00
H -2.57796 -2.13667 1.45261  0.00
H -3.07209 -2.46737 -2.08871  0.00
H -1.31774 -2.26980 -2.09804  0.00
H -2.36513 -1.00661 -2.73101  0.00
H -0.97768 -0.66517 1.09613  -0.01
H -0.20856 -1.36543 -0.32952  0.05
Hf 1.72575 -1.10724 -0.54634  1.00

Atoms 1-2, force components in eV/Å:
C 0.358 -0.115 0.309
O -0.068 -0.097 0.090

* E_HOMO (alpha / beta): -0.78327 / -0.78357 hartree
* charge: +4
* LUMO level (alpha / beta): -16.52 / -16.18 eV
* HOMO-LUMO gap (alpha / beta): 4.80 / 5.14 eV
* multiplicity: 2

Molecular formula: C21H40MgNO7S2Si
Method: DFT, ωB97M-V/def2-TZVPD

Last column: Mulliken charge in e.
Element x y z (Å)
Mg 0.00964 0.28575 2.11561  1.36
O -0.12034 2.77930 4.43682  -0.75
S 0.88259 2.09535 3.62706  1.28
O 2.23449 2.58198 3.81208  -0.79
O 0.81074 0.59129 3.83976  -0.82
O 0.49026 2.20439 2.13999  -1.02
C 2.71694 0.54963 -1.88420  -1.37
C 2.17518 1.02820 -0.54015  1.64
C 3.25645 1.04870 0.52807  -1.57
C 1.55908 2.40962 -0.71926  -1.36
O 1.08610 0.16768 -0.10390  0.83
Si 0.94519 -1.50224 -0.25160  0.50
S -0.26975 -2.12972 1.25336  -0.99
O 2.49325 -2.07322 -0.24387  -0.32
C 3.02079 -3.35253 -0.57202  1.79
C 3.44270 -3.33087 -2.03669  -1.54
C 4.22923 -3.54385 0.33529  -1.78
C 2.00104 -4.45991 -0.32757  -1.59
O 0.42825 -1.82179 -1.80088  -0.05
C -0.86423 -1.66000 -2.37538  1.90
C -1.70873 -2.88536 -2.04860  -1.79
C -1.54282 -0.39230 -1.85239  -1.35
C -0.63567 -1.55510 -3.87705  -1.93
H 3.38134 1.31577 -2.29085  0.54
H 1.89699 0.38927 -2.58700  0.14
H 3.27102 -0.38188 -1.78618  0.10
H 4.09954 1.65120 0.18005  0.48
H 3.61111 0.03516 0.72542  0.04
H 2.88498 1.49115 1.45386  0.23
H 2.33644 3.11532 -1.02182  0.59
H 1.11739 2.75114 0.21581  -0.11
H 0.79725 2.37777 -1.50443  0.36
H 4.23153 -2.59228 -2.19261  0.33
H 2.58650 -3.06694 -2.65999  0.09
H 3.81845 -4.31137 -2.34171  0.48
H 4.95834 -2.75087 0.15892  0.32
H 4.70580 -4.50993 0.15072  0.43
H 3.91627 -3.49636 1.37941  0.37
H 1.16823 -4.38714 -1.03224  0.17
H 1.59578 -4.38956 0.68257  0.36
H 2.48517 -5.43070 -0.45439  0.53
H -1.76192 -3.02775 -0.96782  0.21
H -1.26722 -3.77763 -2.50017  0.39
H -2.72128 -2.76030 -2.44031  0.46
H -1.74642 -0.48180 -0.78184  0.04
H -2.49087 -0.23153 -2.37234  0.74
H -0.89597 0.47391 -2.01174  0.09
H -0.11459 -2.44535 -4.23505  0.38
H -0.02029 -0.68203 -4.10355  0.38
H -1.58605 -1.46569 -4.40928  0.37
C -1.92657 3.67585 2.45686  -0.73
N -2.48066 3.60348 1.06464  0.26
C -2.00451 4.73010 0.23235  -0.74
C -2.17433 2.26304 0.41651  0.75
C -2.92327 1.19425 1.15120  0.22
C -4.30176 1.07290 0.92174  -0.70
C -5.04210 0.17893 1.67464  -0.68
C -4.37856 -0.58650 2.63684  -0.77
C -3.00712 -0.46796 2.80437  -0.65
C -2.20570 0.43703 2.07520  0.20
H -2.17143 4.65383 2.86564  0.41
H -0.85258 3.50579 2.41622  0.26
H -2.35855 2.87400 3.04652  0.32
H -3.49914 3.62454 1.13119  0.43
H -0.94340 4.57605 0.04762  0.26
H -2.15206 5.66542 0.76639  0.34
H -2.54863 4.73704 -0.70924  0.34
H -1.09514 2.14831 0.51072  -1.58
H -2.46495 2.36465 -0.63239  0.76
H -4.79021 1.65246 0.13709  0.33
H -6.10475 0.05674 1.50296  0.39
H -4.94189 -1.29512 3.23524  0.36
H -2.53059 -1.11141 3.53977  0.43

Atoms 1-2, force components in eV/Å:
Mg -0.868 -1.100 -0.931
O 0.161 -0.021 -0.130

* E_HOMO: -0.18066 hartree
* charge: -1
* LUMO level: 2.12 eV
* energy relative to the best compared isomer or geometry (same formula, charge and spin): 2.83 kJ/mol
* HOMO-LUMO gap: 7.04 eV

Molecular formula: C21H40O6S3Ta
Method: DFT, ωB97M-V/def2-TZVPD

Last column: Mulliken charge in e.
Element x y z (Å)
Ta 0.82885 -0.55990 -0.96933  0.92
C 0.77808 1.73672 -0.78033  -1.29
C -0.52806 2.45093 -1.33191  0.18
C -1.75817 2.42140 -0.30060  -0.69
C -2.65699 1.18936 -0.63190  0.35
C -3.25601 1.01778 -1.95757  0.04
C -4.07034 -0.14085 -2.31604  -0.65
C -4.26646 -1.16266 -1.26440  -0.36
C -3.67539 -0.98194 0.05931  -0.40
C -2.86133 0.18270 0.42781  -0.24
H 0.17946 -0.64820 0.79138  -0.45
H -0.86788 -0.67950 -1.69375  -0.36
H 1.49806 -0.53652 -2.70350  -0.17
H 2.61050 -0.48175 -0.39391  -0.24
H 0.94624 -2.41397 -0.92443  -0.18
H 1.67620 2.14015 -1.31834  0.35
H 0.83172 1.98965 0.32236  0.22
H -0.27026 3.55225 -1.42857  0.24
H -0.82806 2.12599 -2.36475  -0.06
H -1.42270 2.46965 0.76464  0.27
H -2.37449 3.34500 -0.51693  0.34
H -3.08150 1.79846 -2.73314  0.14
H -4.51039 -0.29405 -3.33334  0.33
H -4.87191 -2.07202 -1.51237  0.30
H -3.82504 -1.75742 0.85621  0.27
H -2.39757 0.32850 1.42905  0.23
C 2.76285 -4.44105 3.61996  -0.13
C 1.29727 -4.77356 3.32804  -0.61
C 0.95922 -4.19467 1.94905  -0.14
S 2.49505 -4.16977 1.02661  1.09
O 2.85198 -2.80072 0.77126  -0.48
O 2.43836 -5.15977 -0.02245  -0.73
C 3.52779 -4.78970 2.34868  -0.87
H 3.14066 -4.99561 4.48005  0.43
H 2.86232 -3.37537 3.83596  -0.15
H 1.16689 -5.86024 3.31337  0.32
H 0.63286 -4.37448 4.09659  0.26
H 0.23204 -4.80898 1.42072  0.38
H 0.59528 -3.16909 2.02143  -0.24
H 4.51176 -4.32646 2.29811  0.43
H 3.61404 -5.87095 2.22481  0.35
C -1.38950 4.63680 -5.99650  -0.73
C -0.28388 4.40203 -7.03086  -0.63
C 1.01266 4.12741 -6.26282  -0.74
S 0.52345 3.40695 -4.69415  1.25
O 0.88276 4.32128 -3.63930  -0.66
O 0.90296 2.01984 -4.67068  -0.66
C -1.23875 3.52189 -4.96800  -0.49
H -2.38028 4.62856 -6.45358  0.37
H -1.24590 5.60977 -5.51740  0.31
H -0.53899 3.53373 -7.64509  0.29
H -0.17054 5.25545 -7.70188  0.34
H 1.65608 3.42800 -6.79437  0.33
H 1.55732 5.04858 -6.05486  0.35
H -1.74635 3.73199 -4.02785  0.27
H -1.57541 2.56548 -5.37177  0.40
C -0.51457 0.07450 4.72469  -0.73
C 0.59360 -0.14553 3.69071  0.51
C 1.88934 -0.42078 4.45887  -0.57
S 1.40060 -1.15655 6.01791  1.12
O 1.75350 -0.25194 7.08747  -0.71
O 1.78764 -2.54935 6.03354  -0.62
C -0.36086 -1.04862 5.74270  -0.72
H -1.50419 0.06563 4.26541  0.32
H -0.37689 1.04386 5.21353  0.34
H 0.34459 -1.00742 3.06797  -0.54
H 0.70381 0.71283 3.02831  0.14
H 2.53716 -1.11181 3.92064  0.21
H 2.42946 0.50076 4.67663  0.42
H -0.87156 -0.84999 6.68391  0.46
H -0.69220 -2.00273 5.32901  0.32

Atoms 1-2, force components in eV/Å:
Ta 0.426 1.026 -0.156
C -0.964 -0.089 0.345

* E_HOMO: -0.16062 hartree
* charge: -1
* LUMO level: 2.18 eV
* HOMO-LUMO gap: 6.55 eV

| no. | strongest force on any atom (eV/A) | DFT total energy (eV) |
| --- | --- | --- |
| 1 | 1.90 | -96064.942 |
| 2 | 2.44 | -33359.065 |
| 3 | 1.68 | -73251.910 |
| 4 | 3.78 | -68760.198 |